No. 1
Entry from OMol25: a molecular structure, C34H56N3OP2SZr (wB97M-V/def2-TZVPD).

Structure (ORCA input):
```
! wB97M-V def2-TZVPD RIJCOSX def2/J DEFGRID3
* xyz 3 1
C 0.38 2.90 0.07
C 1.94 1.30 -0.65
C 1.24 3.93 -0.30
C 2.87 2.29 -0.93
C 2.51 3.62 -0.78
H 0.90 4.95 -0.15
H 3.86 1.98 -1.28
H 3.22 4.41 -1.04
N 0.70 1.62 -0.19
P -1.52 1.75 1.80
P 0.91 -1.23 -1.72
C -0.93 3.19 0.80
H -0.81 4.05 1.48
H -1.72 3.46 0.08
C -2.13 -1.49 1.33
O -2.88 -2.19 1.92
C 2.27 -0.18 -0.76
H 3.20 -0.35 -1.30
C 1.39 -3.05 -1.57
C 1.07 -0.69 -3.51
C -0.53 1.88 3.42
C -3.34 2.11 2.09
C 0.65 -3.66 -0.36
H -0.44 -3.59 -0.48
H 0.92 -4.72 -0.30
H 0.92 -3.18 0.58
C 0.99 -3.89 -2.80
H -0.08 -3.82 -3.01
H 1.57 -3.65 -3.70
H 1.21 -4.95 -2.56
C 2.90 -3.19 -1.33
H 3.13 -4.26 -1.27
H 3.50 -2.76 -2.14
H 3.19 -2.73 -0.38
C -0.10 -1.32 -4.31
H -1.02 -1.32 -3.72
H -0.28 -0.71 -5.20
H 0.13 -2.34 -4.63
C 0.91 0.84 -3.61
H -0.05 1.16 -3.19
H 1.73 1.38 -3.12
H 0.92 1.10 -4.68
C 2.45 -1.10 -4.08
H 3.27 -1.00 -3.36
H 2.44 -2.12 -4.49
H 2.68 -0.42 -4.92
C -3.87 1.05 3.07
H -4.96 1.17 3.14
H -3.66 0.03 2.73
H -3.45 1.18 4.08
C -4.10 1.98 0.76
H -3.81 2.76 0.04
H -3.95 1.01 0.28
H -5.17 2.09 0.96
C -3.60 3.53 2.64
H -3.05 4.31 2.09
H -4.67 3.74 2.52
H -3.38 3.61 3.71
C 0.92 2.31 3.12
H 0.99 3.35 2.78
H 1.51 2.22 4.04
H 1.38 1.66 2.37
C -0.51 0.47 4.05
H 0.11 -0.23 3.47
H -0.08 0.56 5.06
H -1.51 0.04 4.15
C -1.12 2.88 4.43
H -1.23 3.88 4.00
H -2.07 2.53 4.85
H -0.41 2.95 5.27
Zr -0.63 -0.26 0.33
N 1.10 -0.93 1.25
C 2.25 -0.73 0.75
C 3.58 -0.88 1.53
C 4.80 -0.79 0.63
C 3.67 0.29 2.51
C 3.53 -2.21 2.31
H 4.84 -1.59 -0.12
H 4.84 0.18 0.11
H 5.70 -0.88 1.24
H 2.84 0.26 3.23
H 4.61 0.24 3.08
H 3.65 1.25 1.98
H 4.44 -2.80 2.15
H 3.44 -2.01 3.38
H 2.67 -2.82 2.02
S -2.08 0.48 -1.77
C -3.24 -0.71 -2.28
N -3.83 -1.54 -1.36
C -4.75 -2.49 -1.71
C -5.11 -2.63 -3.04
C -4.55 -1.79 -4.01
C -3.65 -0.81 -3.62
H -3.56 -1.46 -0.38
H -5.14 -3.08 -0.89
H -5.84 -3.40 -3.32
H -4.83 -1.88 -5.06
H -3.21 -0.08 -4.30
*
```

Output
- max |F| (eV/A) = 9.90
- DFT total energy (Eh) = -2695.7427



No. 2
Entry from OMol25: a molecular structure, C34H57MnN4OP2 (wB97M-V/def2-TZVPD).

Structure (ORCA input):
```
! wB97M-V def2-TZVPD RIJCOSX def2/J DEFGRID3
* xyz 1 6
C -0.92 -2.28 -1.43
C 1.35 -1.85 -1.00
C -0.60 -3.32 -2.29
C 1.70 -3.02 -1.72
C 0.72 -3.77 -2.36
H -1.40 -3.77 -2.88
H 2.76 -3.27 -1.79
H 0.97 -4.67 -2.91
N 0.01 -1.66 -0.68
P -2.65 -0.77 0.17
P 2.49 0.69 0.07
C -2.33 -1.72 -1.39
H -2.48 -1.07 -2.27
H -3.04 -2.55 -1.52
C 0.08 1.55 1.29
O 0.20 2.67 1.64
C 2.36 -0.94 -0.60
H 3.37 -1.37 -0.71
C 3.66 1.39 -1.36
C 3.56 0.75 1.70
C -3.84 0.69 -0.22
C -3.46 -2.19 1.16
C 3.17 2.84 -1.48
H 3.46 3.45 -0.62
H 3.58 3.30 -2.38
H 2.07 2.85 -1.55
C 5.17 1.35 -1.14
H 5.52 1.88 -0.24
H 5.55 0.31 -1.11
H 5.64 1.84 -2.00
C 3.40 0.61 -2.65
H 3.80 1.18 -3.51
H 3.90 -0.36 -2.66
H 2.32 0.46 -2.82
C 3.97 2.22 1.90
H 3.08 2.86 1.97
H 4.53 2.32 2.84
H 4.60 2.63 1.10
C 2.71 0.34 2.91
H 1.82 0.97 3.02
H 2.38 -0.70 2.84
H 3.33 0.45 3.82
C 4.74 -0.22 1.64
H 5.46 0.00 0.85
H 5.28 -0.16 2.60
H 4.40 -1.25 1.51
C -3.76 -1.67 2.57
H -4.25 -2.47 3.14
H -2.84 -1.39 3.10
H -4.43 -0.80 2.57
C -2.44 -3.34 1.25
H -2.31 -3.85 0.28
H -1.46 -3.02 1.61
H -2.83 -4.09 1.96
C -4.74 -2.73 0.52
H -5.02 -3.66 1.05
H -5.59 -2.05 0.62
H -4.63 -2.99 -0.54
C -3.69 1.06 -1.70
H -4.12 0.29 -2.36
H -4.22 2.00 -1.90
H -2.64 1.20 -1.96
C -3.42 1.90 0.64
H -2.39 2.23 0.42
H -4.10 2.74 0.44
H -3.47 1.67 1.72
C -5.31 0.38 0.08
H -5.69 -0.43 -0.55
H -5.48 0.15 1.14
H -5.91 1.28 -0.16
Mn -0.36 -0.01 0.45
N -0.21 0.89 -1.19
C 0.34 1.33 -2.15
C 0.09 2.29 -3.34
C 1.21 2.16 -4.36
C -1.23 1.95 -4.02
C 0.03 3.73 -2.80
H 2.17 2.49 -3.94
H 1.30 1.12 -4.69
H 1.01 2.78 -5.24
H -2.08 2.35 -3.45
H -1.27 2.40 -5.02
H -1.35 0.86 -4.13
H -0.39 4.41 -3.55
H -0.61 3.78 -1.90
H 1.02 4.10 -2.53
N 0.68 -2.71 2.31
C 0.17 -1.84 3.25
C 0.24 -2.20 4.61
C -0.28 -1.33 5.56
C -0.88 -0.15 5.11
C -0.92 0.14 3.75
N -0.39 -0.69 2.80
H 1.07 -2.32 1.45
H 1.19 -3.50 2.68
H 0.72 -3.15 4.85
H -0.22 -1.57 6.62
H -1.31 0.56 5.81
H -1.38 1.06 3.39
*
```

Output
- max |F| (eV/A) = 9.71
- DFT total energy (Eh) = -3457.4435



- The lowest max |F| belongs to which entry?
  C34H57MnN4OP2